Density functional theory data (ωB97M-V with the def2-TZVPD basis set) for a structure of composition C27H42N4O4S at a distorted geometry.

XYZ file:
```
78
Properties=species:S:1:pos:R:3:lowdin_charge:R:1
C 0.5052 -1.8100 0.3020 -0.1695
C 2.8492 -3.8259 4.4582 -0.0686
H -1.1364 -2.9245 3.9314 -0.0107
H -2.0896 6.4346 -3.9909 0.0871
C -0.5171 -4.0396 -0.3348 0.1228
C -1.1316 3.9383 -3.8042 -0.3749
C 3.9372 0.7516 5.4534 -0.0986
H 3.7760 -3.7666 2.7593 -0.0069
H 4.3028 1.6519 5.8646 0.0276
C -0.4330 5.0425 -3.5190 -0.1202
H -0.9855 -0.9929 5.5343 0.0427
C -0.3671 -0.9259 4.7519 -0.1216
H -2.5351 4.0922 -3.6301 0.2372
N 2.0213 -1.5048 4.4290 -0.1586
N -0.7674 2.6654 -3.1491 -0.3205
H -0.7289 -4.8520 0.0732 0.0408
H 3.2481 -0.6575 2.8456 0.1681
C -1.0097 3.5507 -5.5424 -0.0225
H 0.6173 1.3088 -2.5508 0.0701
H -2.5668 -3.8706 -2.5515 0.0371
C 2.6941 1.0054 4.5555 -0.2773
H -1.6798 -1.3386 3.2656 0.0303
H -2.4627 -5.0330 -1.2393 0.0727
H 3.9619 -0.2233 6.1456 0.1018
C 0.5771 2.2772 -3.0294 -0.1110
H 0.4970 5.0628 -3.8257 0.0613
C -2.5050 0.1205 -1.8656 -0.0311
C -1.4963 0.9157 -1.3446 -0.3725
H -0.3473 0.0427 4.5393 0.0445
C 3.1274 -2.2342 4.8321 -0.2603
C -1.0403 6.2436 -5.7761 -0.2677
H -3.1007 0.7398 -2.6270 0.1349
H -1.5857 4.6769 -7.4722 0.1715
H 0.3262 0.8153 -0.0738 0.2078
H 1.6054 0.1979 3.1077 0.1229
H 0.8787 -2.5890 5.6404 0.1412
O 1.5540 -1.0639 0.8687 -0.0877
C -0.9912 -2.0411 3.5820 0.0323
H -0.0782 6.2257 -6.0754 0.0867
H 0.9781 2.6420 -4.0333 0.1100
C 0.8893 -1.4307 5.5191 -0.0820
S -1.5501 2.5069 -1.7206 0.8620
C -2.5602 -1.3445 -1.9714 0.1046
H -3.3889 -1.7347 -2.3131 0.0390
H -1.5195 2.6498 -5.7569 0.0735
N -1.6035 -3.2418 -0.9805 -0.0769
O -3.0069 3.1143 -1.5699 -0.3471
H -0.8662 7.2533 -3.9889 0.0096
C -1.4597 -1.7678 -0.9986 -0.0476
C 2.5743 -0.1457 3.7203 -0.1872
H -0.1086 -2.0316 2.7948 0.0767
C -0.3831 -1.1909 -0.4997 -0.1942
H -3.6285 -3.8278 -0.9899 0.1729
C -1.6939 4.9827 -6.1855 -0.1584
C 3.0342 -4.1664 2.9394 -0.2565
H 2.0418 -2.4733 1.9702 0.0946
C -0.4958 0.1357 -0.7114 0.0417
H 2.8533 1.8439 3.9961 0.0859
O -0.4245 3.2035 -0.7325 -0.4118
H -1.5716 7.0477 -6.2834 0.1279
O 1.0575 -5.4014 1.2754 0.0856
H 3.0563 -5.2169 2.8543 0.1262
H 3.5315 -4.5097 4.7922 0.0556
H -0.0268 3.4263 -5.6143 0.0147
H 1.6866 -4.1820 4.5516 0.1509
C 1.1462 -4.2258 1.4273 -0.3792
C -1.1388 6.4758 -4.3724 -0.0719
H 1.3329 -0.9406 6.1322 -0.0049
H 4.8738 0.4741 4.7269 0.1171
H -2.7346 4.7997 -6.0113 0.0729
H 3.3089 -2.3805 5.8871 0.0986
H 3.9408 -1.9737 4.2892 0.0691
C -2.5732 -4.0601 -1.5925 -0.0596
H 1.8457 1.1156 5.1833 0.0997
N 2.3083 -3.4949 2.0081 0.0948
H -0.6248 5.2636 -2.3683 0.1678
H 1.2254 3.0857 -2.3120 0.1571
C 0.2284 -3.2819 0.6006 0.0079
```

HOMO-LUMO gap   6.27 eV
Energy relative to the best compared isomer or geometry (same formula, charge and spin)   601.6 kcal/mol
Electronic energy   -53641.5257 eV


Density functional theory data (ωB97M-V with the def2-TZVPD basis set) for the molecule C27H42N4O5S at a distorted geometry.

XYZ file:
```
79
Properties=species:S:1:pos:R:3:lowdin_charge:R:1
C 0.2291 -2.8842 -0.4958 -0.0216
C 5.8320 2.2200 -0.3938 -0.4224
H -0.5514 1.0990 -0.1921 0.0629
H 6.4796 4.2526 -0.0424 0.0788
C 3.5537 0.4436 -1.4094 -0.1773
H -0.6449 0.2957 1.3764 0.0791
H 5.8795 2.5341 1.7415 0.0815
H -2.1426 -6.3021 0.2287 0.0823
C 3.6863 -2.0856 -1.7141 -0.1678
H -3.7513 2.4199 1.9437 0.1304
H -3.7655 3.0632 -1.0572 0.1356
H -7.1143 1.8793 -0.1817 0.1197
H 6.0891 1.4131 -1.0865 0.1206
H 4.1035 3.3614 0.1434 0.1233
H 3.0520 0.4623 2.0370 0.0598
H 6.5616 3.7589 -1.7342 0.0736
C 6.0729 1.7331 1.0312 -0.0701
H -0.2795 2.0218 1.2896 0.0796
H 1.5334 2.0705 -0.9711 0.1294
C -1.9584 -1.8265 -0.7556 -0.0431
C -2.8509 -5.8284 0.9041 -0.0569
C -3.7891 3.1395 1.1115 -0.1873
H 4.1744 -2.9881 -1.3385 0.1186
N 2.2615 -2.2937 -1.6156 0.0804
H 2.1279 2.7363 0.5614 0.1239
H 1.7771 1.4743 2.7154 0.0799
C -0.1198 1.0600 0.8056 -0.0755
H -6.1542 2.5235 2.0144 0.1296
H -1.3216 -5.0820 2.2224 0.1253
O 2.3375 -3.8040 0.0773 0.0471
C 6.7136 3.4256 -0.7097 -0.0813
C 4.3555 2.5877 -0.5863 -0.1916
O -0.1111 -1.0897 -2.0202 0.0361
H -3.2127 -6.5744 1.6060 0.0791
H 1.4850 -0.2087 0.1920 0.1060
H 3.9461 -1.9422 -2.7659 0.1238
N 3.4741 1.4574 -0.3655 -0.1719
H -2.9128 3.7880 1.1486 0.1292
H 1.5585 -0.2770 2.6286 0.0769
O -6.4917 0.0743 -1.6469 -0.2808
C -3.8515 -2.6144 0.5364 0.0124
C -2.1720 -4.6900 1.6609 -0.1874
C 2.1064 1.8351 -0.0565 -0.1770
H -3.0016 1.6620 -0.2616 0.1038
S -5.1449 0.5572 -1.5702 0.6824
C -3.8314 2.3674 -0.2095 -0.1750
H 5.4068 0.9053 1.2543 0.0553
C -6.2192 2.4987 -0.1424 -0.1733
H 4.1713 0.7990 -2.2427 0.1239
C 4.1276 -0.8787 -0.8780 -0.1472
H 7.7634 3.1709 -0.5843 0.0753
O -4.9082 3.9794 1.2555 -0.1248
H 1.6414 -1.6480 -2.0983 0.0990
C -4.6356 -1.6286 -0.0147 -0.0299
H -2.3682 -0.1782 -2.0570 0.1311
H -4.2979 -3.2950 1.2417 0.1065
N -1.6710 -3.6763 0.7500 -0.0351
H 5.2167 -0.8368 -0.8570 0.1072
C 1.9761 0.5876 2.1168 -0.0613
C 1.3708 0.7379 0.7252 -0.4061
N -5.0707 1.6182 -0.2597 -0.2322
H 7.1015 1.4022 1.1553 0.0767
C 1.7142 -3.0426 -0.6456 -0.4616
C -0.3706 -3.7118 0.4007 0.0350
H -6.9166 3.9732 1.2884 0.1298
C -6.1096 3.2465 1.1864 -0.1852
H 2.5509 0.2640 -1.8109 0.1095
C -2.4935 -2.7264 0.1896 -0.1185
H -2.8594 -4.2326 2.3756 0.1173
C -4.0961 -0.7454 -0.9407 -0.2574
H 3.7814 -1.0279 0.1450 0.1086
H -6.2414 3.2220 -0.9700 0.1385
H 0.2496 -4.4546 0.8861 0.1457
C -0.5482 -1.8707 -1.1762 -0.3197
C -2.7823 -0.8460 -1.3165 0.0165
H -5.6775 -1.5286 0.2422 0.1208
H -3.6906 -5.4623 0.3189 0.0721
H 4.2193 3.0221 -1.5941 0.1267
O -4.5513 1.1376 -2.7390 -0.2674
```

HOMO-LUMO gap   8.01 eV
Energy relative to the best compared isomer or geometry (same formula, charge and spin)   0.0 kcal/mol
Structure (SMILES)   CCn1cc(C(=O)NCCCN(CC(C)C)CC(C)C)c(=O)c2cc(S(=O)(=O)N3CCOCC3)ccc21
Electronic energy   -55714.7577 eV


Density functional theory data (ωB97M-V with the def2-TZVPD basis set) for a structure of composition C27H42N6O2PV at a distorted geometry.

XYZ file:
```
79
Properties=species:S:1:pos:R:3:lowdin_charge:R:1
H 15.1492 9.4345 4.8189 0.0940
H 17.3293 8.1259 7.5921 0.0794
P 13.7026 9.1853 7.7258 0.5195
H 12.4498 15.9706 6.3046 0.0736
H 16.6039 5.6869 5.9041 0.1062
H 15.6089 8.3106 9.2640 0.0952
C 16.2276 14.1080 7.3711 -0.5275
H 17.7814 15.3491 6.5830 0.0727
H 7.8664 16.3524 9.8812 0.0830
N 14.1469 10.5228 8.3371 -0.2833
H 13.8380 9.1574 12.5393 0.1080
C 14.8041 7.6951 9.6140 -0.2616
N 12.1706 9.2554 7.0212 -0.2172
V 14.1710 12.4834 8.6762 0.8244
C 9.8919 13.2494 10.8938 -0.0360
C 13.8574 8.9856 11.4261 -0.2128
H 9.7423 9.4715 8.6015 0.0922
C 9.8544 9.7719 7.5681 -0.1690
C 16.9801 8.6324 5.5167 -0.1671
C 11.6302 13.7179 9.2254 -0.4752
H 12.1644 10.0303 10.5805 0.1012
C 15.6090 9.3480 5.7917 -0.1914
H 13.8590 17.0982 6.1812 0.0548
N 13.6216 7.9340 8.8355 -0.1917
H 14.7178 6.9812 5.1092 0.1329
H 17.0107 8.0176 4.6104 0.0961
N 12.0907 14.6442 8.4710 0.0642
C 12.4129 7.9735 9.7016 -0.2163
H 15.6662 7.7239 11.6046 0.1220
H 18.4051 7.2495 6.4789 0.1099
C 10.2692 13.9675 9.7806 -0.1422
H 14.3995 9.8684 10.9622 0.1076
H 11.5404 8.5758 11.4829 0.1085
H 9.8997 15.7338 8.5914 0.0992
N 13.3906 14.3188 8.0624 -0.0650
H 18.0242 13.6236 6.3549 0.0690
C 12.3990 8.9620 10.8897 -0.1636
H 10.3061 9.7856 4.9296 0.1183
C 8.0146 14.7179 11.2690 -0.1124
H 18.1686 14.2226 8.0707 0.1100
C 14.0315 15.2056 7.3590 -0.3480
C 10.5129 8.8152 5.3990 -0.2088
H 11.3599 11.1242 6.7624 0.1091
N 14.7700 8.5164 6.6476 -0.2257
C 11.9929 8.6184 5.7273 -0.2015
H 17.7755 9.3652 5.4208 0.0942
H 12.2873 7.5611 5.8087 0.1050
C 8.7828 13.6393 11.6220 -0.1172
H 10.1428 8.0562 4.6681 0.1150
O 15.9289 12.9934 7.9097 -0.1732
C 15.3840 15.1257 7.0599 -0.0721
H 14.1357 6.8808 11.4613 0.0927
H 15.8290 10.2868 6.2573 0.0892
C 8.4578 15.4989 10.1672 -0.0885
C 17.3595 7.6250 6.6564 -0.1951
H 12.2608 6.9636 10.0833 0.1039
H 15.8126 16.0730 6.6767 0.1010
C 11.2725 10.2967 7.4175 -0.2319
H 11.6354 10.6175 8.3944 0.0751
O 12.3099 12.6658 9.6459 -0.2115
H 15.1419 6.6850 9.4242 0.0890
H 16.1256 6.0045 7.6142 0.0723
H 10.4929 12.4321 11.2143 0.0993
C 14.9220 7.0937 6.2583 -0.2084
H 9.0322 10.4893 7.4333 0.1137
C 9.6448 8.6291 6.5923 -0.2263
H 12.8811 16.9632 7.6088 0.0666
H 12.6175 9.0986 4.9646 0.1050
C 9.5669 15.1246 9.4171 -0.0361
H 14.1431 6.5718 6.8311 0.0901
H 9.8316 7.7025 7.0549 0.0929
C 14.6644 7.7472 11.1214 -0.2014
C 16.3291 6.4701 6.6533 -0.1726
H 11.4962 8.0487 9.1218 0.0859
H 8.4800 13.0878 12.5542 0.1112
H 7.2188 15.0322 11.9161 0.0826
H 8.6414 8.6080 6.1556 0.1068
C 17.6509 14.3579 7.0576 -0.0486
C 13.3165 16.4123 6.7855 -0.0430
```

HOMO-LUMO gap (spin up / spin down)   5.57 / 7.07 eV
Spin multiplicity   4
Energy relative to the best compared isomer or geometry (same formula, charge and spin)   9.3 kcal/mol
Electronic energy   -76694.8269 eV
Charge   -1


Density functional theory data (ωB97M-V with the def2-TZVPD basis set) for a cluster of 9 separate species, C27H42O27 in total at a distorted geometry.

XYZ file:
```
96
Properties=species:S:1:pos:R:3:lowdin_charge:R:1
H -3.0053 -0.9859 0.5306 0.1095
H -1.0625 1.9333 -2.7696 0.1367
H 4.3221 -3.7139 2.4598 0.1396
O 1.1403 -2.0588 5.1331 -0.0009
H 2.4057 0.0596 0.0203 0.0832
H -1.1691 0.9854 4.7774 0.0982
O -4.7465 1.7038 1.8570 0.0429
H 1.3943 -3.0451 -4.6761 0.1405
H 1.8226 -0.0378 2.8240 0.1238
H 0.5080 -3.9615 -3.4684 0.1363
H 1.5213 -3.5395 1.8942 0.1093
H -6.2978 3.2267 3.9886 0.1345
H 4.4832 -0.2495 -3.9925 0.1057
O 2.4801 1.3788 -6.8800 0.0035
C 2.6719 -6.0230 3.3614 -0.6162
O 3.1190 2.3768 4.3194 0.0494
O -3.9843 2.3180 -2.8254 0.0683
H -4.4673 1.8622 -0.7639 0.1115
H 0.4923 2.6961 -4.4849 0.1310
H 1.0815 2.7470 -7.6823 0.0907
H -2.1578 -0.0222 5.8673 0.1043
H -6.9211 3.0265 -1.6075 0.1365
O -1.1964 -0.8790 1.2809 -0.0141
C -0.3741 2.7361 -2.5055 -0.1461
O 3.6317 0.6183 3.1764 0.0520
C 0.5503 -3.3816 4.8195 0.0321
C -5.9646 1.1993 1.9100 -0.5369
H 2.5947 -4.5295 0.9860 0.1273
C -4.4494 3.4084 -3.4455 -0.4905
C 4.1822 1.6262 3.8962 -0.5265
H 0.4069 -3.2425 3.7479 0.0853
C 3.6056 -0.7774 -4.3657 -0.0142
C 1.9056 2.1155 3.6062 -0.0966
C -4.5152 2.4201 3.0660 -0.0812
H 2.2998 1.2332 1.6834 0.1065
H 1.4226 2.9365 3.0763 0.1341
H 1.5849 -0.6829 -1.3022 0.0818
H -2.5736 0.0226 4.2486 0.0644
C -5.8511 3.2106 -1.7040 -0.1505
C 1.5060 -3.6487 -3.7753 -0.1516
H -0.4409 -3.4542 5.2670 0.1021
O 2.1632 -2.8966 -2.8073 0.0191
O -0.6327 0.0327 -0.7108 0.1615
C -2.5069 -0.3632 1.2736 -0.0491
C 2.3143 0.9305 2.7304 -0.1208
O 5.2615 1.7463 4.3922 0.1720
C 2.2688 -4.3249 2.0058 -0.1304
H 1.8413 -5.8550 -3.7227 0.1470
O 0.8928 4.4555 -3.4327 0.0836
C -0.3854 -0.6232 0.2289 -0.6190
O -6.5766 0.6525 1.0028 0.1336
H 3.9833 -1.7902 -4.5058 0.1002
C -5.8133 2.2543 3.9006 -0.1360
H 1.2025 -4.2136 5.0849 0.1050
O -0.9489 -1.1441 4.7979 -0.0361
H 2.0490 3.4974 -6.5691 0.0930
O -0.9875 3.9851 -2.4210 0.0645
O -3.8480 4.0781 -4.3091 0.1137
C -0.2719 4.9742 -2.9825 -0.4896
C -1.6887 0.0333 4.8850 -0.0853
H 0.1319 2.5212 -1.5643 0.1245
H -3.0367 -0.6293 2.1883 0.0829
H 2.5683 -1.7786 -0.2022 0.0831
C 3.2859 -3.5749 -2.4022 -0.5593
O 2.6266 -7.1693 3.8295 0.1110
C 0.3219 -1.0465 5.3939 -0.5136
O 3.1296 -0.1372 -5.5418 0.0196
H -5.6014 4.0312 -1.0315 0.1301
O 0.7907 -1.1628 0.5331 -0.0279
O -6.5421 1.3809 3.1365 0.0632
O -5.6692 3.7540 -2.9359 0.0424
C -4.8532 1.9961 -1.7745 -0.0989
H -5.4793 1.1703 -2.1127 0.1349
O 1.8445 -5.6109 2.4298 0.0871
H -2.5468 0.7084 1.0785 0.0952
H 3.0445 -2.9326 3.3703 0.1208
H -3.7077 1.9774 3.6493 0.1106
H -5.6553 1.7401 4.8486 0.1359
O 4.1570 -3.0481 -1.6728 0.0921
O 3.5555 2.0284 -5.0020 0.1296
C 1.9565 -0.8815 -0.2969 0.0143
H 1.2756 1.6220 4.3462 0.0983
H -4.3316 3.4568 2.7838 0.1377
C 2.0897 2.6683 -7.2756 -0.0737
C 0.6893 3.0488 -3.4725 -0.1530
H 2.8199 -0.6920 -3.6150 0.0912
H 2.7154 3.0131 -8.0988 0.0943
O 3.3893 -4.6753 -3.0286 0.1246
H 1.5983 2.5275 -3.1726 0.1250
O 3.4483 -5.0645 3.7625 0.0937
C 3.0636 1.1574 -5.6773 -0.6055
H 2.7339 -4.8363 -4.8886 0.1408
C 2.3028 -4.8816 -3.8885 -0.1078
O 0.7274 -0.0423 6.0045 0.0966
C 3.3674 -3.8878 2.9562 -0.0788
O -0.4826 6.2126 -3.0467 0.0963
```

HOMO-LUMO gap   10.26 eV
Energy relative to the best compared isomer or geometry (same formula, charge and spin)   117.4 kcal/mol
Structure (SMILES)   COC(=O)OC.COC(=O)OC.COC(=O)OC.O=C1OCCO1.O=C1OCCO1.O=C1OCCO1.O=C1OCCO1.O=C1OCCO1.O=C1OCCO1
Electronic energy   -83958.2035 eV